No. 1
Below is an isolated ion of composition C14H20NO and charge +1, with properties calculated with the ωB97M-V functional and the def2-TZVPD basis.

Summary:
orbital gap	8.6	eV
SMILES string	C(=C\c1ccccc1)/C[NH2+]C[C@@H]1CCCO1
energy relative to the best compared isomer or geometry (same formula, charge and spin)	0.0	kJ/mol
molar mass	218.3	g/mol
charge	+1

Element x y z (Å)
C -0.48820 -1.72879 0.93152
C 0.71723 -1.21256 1.18907
C 1.17050 -0.61459 2.42945
C 2.48721 -0.14970 2.50272
C 2.97330 0.42189 3.66196
C 2.15260 0.54255 4.77181
C 0.84355 0.08847 4.71386
C 0.35419 -0.48359 3.55678
H -0.66598 -0.83375 3.53305
H 0.20306 0.18048 5.57769
H 2.53060 0.98738 5.67914
H 3.99313 0.77251 3.70214
H 3.13326 -0.24381 1.64137
H 1.46851 -1.23191 0.40559
C -0.83465 -2.29286 -0.41306
H -0.05660 -2.97766 -0.75980
H -1.78574 -2.82584 -0.38375
N -0.93954 -1.19375 -1.42285
H -1.04703 -1.57828 -2.36588
C -1.98167 -0.17991 -1.15261
H -2.01339 -0.02853 -0.07195
H -2.96025 -0.50071 -1.50664
C -1.52667 1.12488 -1.82973
C -1.70971 1.15512 -3.36570
H -2.24671 0.28287 -3.73408
H -2.27655 2.03769 -3.65355
C -0.27900 1.23658 -3.91339
H -0.20428 1.87041 -4.79127
C 0.48221 1.81647 -2.72284
H 1.54145 1.56428 -2.69917
H 0.36872 2.90430 -2.67823
O -0.12693 1.22467 -1.58190
H 0.10717 0.24875 -4.17050
H -2.04778 1.96728 -1.36143
H -0.07581 -0.59379 -1.40004
H -1.26020 -1.75654 1.68220

=====

No. 2
Below is a 3-piece molecular cluster, C6H12 overall, with properties calculated with the ωB97M-V functional and the def2-TZVPD basis.

Summary:
orbital gap	7.8	eV
energy relative to the best compared isomer or geometry (same formula, charge and spin)	622.9	kJ/mol
molar mass	84.2	g/mol

Element x y z (Å)
C -1.56777 -0.78950 0.00397
C 2.23948 1.52167 0.02970
C 1.36749 -1.51953 0.03118
C -2.66242 0.24136 -0.08008
C 0.54105 -0.31697 0.02953
C 0.22062 0.87846 -0.00985
H -0.39096 1.75235 0.05007
H -1.52579 -1.44841 -0.86184
H -1.58843 -1.36796 0.92612
H 0.75746 -2.38879 0.28702
H 2.05096 2.53922 -0.30576
H 2.87871 0.97947 -0.66225
H 2.59093 1.48456 1.05772
H 2.16890 -1.42520 0.76713
H 1.81110 -1.68560 -0.95323
H -3.66048 -0.21884 -0.10601
H -2.65185 0.91443 0.78382
H -2.57901 0.84925 -0.98725

=====

No. 3
Below is a 2-piece molecular cluster, C3H9OS overall, with properties calculated with the ωB97M-V functional and the def2-TZVPD basis.

Summary:
orbital gap	6.9	eV
energy relative to the best compared isomer or geometry (same formula, charge and spin)	120.2	kJ/mol
molar mass	93.2	g/mol
charge	-1

Element x y z (Å)
C -0.27679 -0.37978 -2.06138
C 0.59983 0.59971 -1.20465
C 0.34482 0.36946 0.34427
S 0.31035 -1.48764 0.67756
H -1.30010 -0.27151 -1.65129
H -0.13859 -0.09821 -3.10272
H -0.03350 -1.40010 -1.89668
H 0.28453 1.68422 -1.26159
H 1.56284 0.45433 -1.36270
H 1.26871 0.81920 1.04310
H -0.55545 0.80418 0.73638
H -1.37046 0.04723 3.41494
H -0.22218 -0.86957 2.72251
O -0.47400 -0.27150 3.60224

=====

No. 4
Below is a 2-piece molecular cluster, C3H5F2IO overall, with properties calculated with the ωB97M-V functional and the def2-TZVPD basis.

Summary:
orbital gap	9.0	eV
energy relative to the best compared isomer or geometry (same formula, charge and spin)	241.2	kJ/mol
molar mass	222.0	g/mol

Element x y z (Å)
C 0.03803 -0.59719 0.48153
C 0.41579 0.50682 -0.50034
C 2.19399 2.39663 -1.57942
O 1.55255 1.19671 -0.16477
F 1.78383 1.95189 -2.76759
F 1.58899 3.56841 -1.41190
I 4.26397 2.11348 -1.34859
H 0.72219 -1.34230 0.31803
H 0.11294 -0.30329 1.61132
H -0.90701 -0.99869 0.38356
H -0.58264 1.16352 -0.57597
H 0.49185 -0.05704 -1.54736

=====

For each record above, in turn, the calculated E_tot values are -18373.3888, -6410.4847, -16139.8103, -18771.8552 eV.